Arrangement P

# C5H13NS2

An isolated molecule of C5H13NS2 (wB97M-V/def2-TZVPD, the Open Molecules 2025 dataset).

Computed properties:
Gap between HOMO and LUMO in eV: 9.723
HOMO in eV: -8.85
LUMO in Ha: 0.032
Molecular weight in g mol⁻¹: 151.30

The geometry in ORCA input format:
```
! RIJCOSX wB97M-V def2-TZVPD def2/J DEFGRID3
* xyz 0 1
S 2.8287 -1.0880 -1.0714
C 2.7821 0.6481 -0.4346
C 1.5201 0.9113 0.3515
C 0.2716 0.9415 -0.4876
N -1.0690 0.8619 0.0819
C -1.3342 -0.4524 0.7109
C -2.7603 -0.9291 0.3916
S -2.7797 -2.3545 -0.7148
H 2.3787 -1.6540 0.0553
H 3.6468 0.7125 0.2235
H 2.9069 1.2561 -1.3202
H 1.6088 1.7015 1.1179
H 1.4791 0.1447 1.1415
H 0.3607 0.2170 -1.3064
H 0.2240 1.8164 -1.1487
H -1.1416 1.5836 0.7901
H -0.6297 -1.1452 0.3242
H -1.1536 -0.4097 1.7923
H -3.3218 -1.0755 1.3177
H -3.2989 -0.0720 -0.0153
H -2.5187 -1.6139 -1.7993
*
```


Arrangement Q

# C5H13NS2

A cluster of 2 separate species, C5H13NS2 in total (wB97M-V/def2-TZVPD, the Open Molecules 2025 dataset).

Computed properties:
Gap between HOMO and LUMO in eV: 3.634
HOMO in eV: -7.94
LUMO in Ha: -0.158
Molecular weight in g mol⁻¹: 151.30

The geometry in ORCA input format:
```
! RIJCOSX wB97M-V def2-TZVPD def2/J DEFGRID3
* xyz 0 1
S 1.5673 -1.4057 2.2875
S -0.0573 2.2435 0.0478
C 1.4461 1.3650 0.3185
C 1.7518 0.3774 -0.8957
C 0.6843 -0.7537 -1.1343
N -0.7153 -0.3926 -1.1887
C -1.4921 -0.7386 0.0412
C -2.5788 0.3197 0.1283
H 1.5236 -1.8546 3.5863
H 1.2251 0.7822 1.1674
H 2.2451 2.0068 0.6269
H 2.7651 -0.2411 -0.7175
H 1.9047 0.9616 -1.8785
H 0.9413 -1.3899 -1.9947
H 0.7610 -1.3976 -0.1421
H -0.7515 0.6354 -1.2533
H -0.8661 -0.6509 0.9463
H -1.7865 -1.7338 -0.0049
H -2.6115 0.7121 -0.9867
H -3.6016 -0.0318 0.3153
H -2.3548 1.1864 0.7309
*
```


Of them, arrangement P has the highest stability.


Arrangement P

# C4H5ClS

An isolated molecule of C4H5ClS (wB97M-V/def2-TZVPD, the Open Molecules 2025 dataset).

Computed properties:
Gap between HOMO and LUMO in eV: 8.142
HOMO in eV: -8.71
LUMO in Ha: -0.021
Molecular weight in g mol⁻¹: 120.60

The geometry in ORCA input format:
```
! RIJCOSX wB97M-V def2-TZVPD def2/J DEFGRID3
* xyz 0 1
S -2.0365 -0.5088 -0.0096
C -0.6750 0.4806 0.1612
C -0.2015 1.7017 -0.3251
C 1.2536 1.4407 -0.0411
C 0.8651 0.0931 0.6845
Cl 1.2553 -1.3212 -0.1969
H -0.3975 2.2959 -1.2287
H -0.4796 2.5835 0.3640
H 2.1146 1.3064 -1.0063
H 1.7294 2.1506 0.7345
H 0.8225 -0.0330 1.7605
*
```


Arrangement Q

# C4H5ClS

An isolated molecule of C4H5ClS (wB97M-V/def2-TZVPD, the Open Molecules 2025 dataset).

Computed properties:
Gap between HOMO and LUMO in eV: 7.442
HOMO in eV: -8.53
LUMO in Ha: -0.040
Molecular weight in g mol⁻¹: 120.60

The geometry in ORCA input format:
```
! RIJCOSX wB97M-V def2-TZVPD def2/J DEFGRID3
* xyz 0 1
C 0.1602 -0.2501 -1.4343
C -0.1061 0.7886 -0.3798
Cl -0.1596 2.3829 -1.0668
C -0.3099 0.5957 0.9718
C -0.0434 -0.6235 1.6311
S 0.4320 -2.1294 1.1095
H -0.6589 -0.2325 -2.2039
H 1.1007 -0.0909 -2.0072
H 0.2138 -1.2480 -0.9725
H -0.6180 1.4091 1.6285
H -0.0108 -0.6018 2.7236
*
```


Of them, arrangement Q has the highest stability.


Arrangement P

# C3H9BS

A cluster of 2 separate species, C3H9BS in total (wB97M-V/def2-TZVPD, the Open Molecules 2025 dataset).

Computed properties:
Gap between HOMO and LUMO in eV: 8.884
HOMO in eV: -8.48
LUMO in Ha: 0.015
Molecular weight in g mol⁻¹: 87.98

The geometry in ORCA input format:
```
! RIJCOSX wB97M-V def2-TZVPD def2/J DEFGRID3
* xyz 0 1
C 1.1252 2.1794 0.7001
B 0.6390 1.1491 -0.0912
C 0.4590 -0.3057 -0.4747
C 1.7731 -1.0541 -0.0259
H 0.6786 2.7069 1.6358
H 1.6684 2.7028 -0.0792
H 0.0771 -0.5311 -1.4714
H -0.3249 -0.5144 0.2490
H 1.8569 -2.0714 -0.5225
H 1.4807 -1.3402 1.0236
H 2.7498 -0.5262 0.0464
S -4.2643 -1.1303 0.2595
H -4.6806 -0.0744 -0.6280
H -3.2378 -1.1903 -0.6214
*
```


Arrangement Q

# C3H9BS

An isolated molecule of C3H9BS (wB97M-V/def2-TZVPD, the Open Molecules 2025 dataset).

Computed properties:
Gap between HOMO and LUMO in eV: 8.778
HOMO in eV: -9.59
LUMO in Ha: -0.030
Molecular weight in g mol⁻¹: 87.98

The geometry in ORCA input format:
```
! RIJCOSX wB97M-V def2-TZVPD def2/J DEFGRID3
* xyz 0 1
B -0.4898 0.5748 0.0364
C 1.0175 1.1611 -0.1695
C -0.4553 -0.4615 1.3327
C -0.6373 -0.3331 -1.2346
S -0.2812 -1.9146 -1.4013
H 1.4438 1.5227 0.7423
H 1.1391 1.8635 -1.0886
H 1.5340 0.2005 -0.3158
H 0.2633 -1.3524 1.1103
H -1.4095 -0.8323 1.4404
H -0.1687 0.0808 2.2021
H -1.2439 1.4414 -0.1979
H -1.0240 0.0666 -2.3005
H 0.3123 -2.0176 -0.1560
*
```


Of them, arrangement Q has the highest stability.


Arrangement P

# C32H36F4N8O3SSi3Ta

A structure of composition C32H36F4N8O3SSi3Ta (wB97M-V/def2-TZVPD, the Open Molecules 2025 dataset).

Computed properties:
Gap between HOMO and LUMO in eV: 5.527
HOMO in eV: -16.20
LUMO in Ha: -0.392
Molecular weight in g mol⁻¹: 953.96

The geometry in ORCA input format:
```
! RIJCOSX wB97M-V def2-TZVPD def2/J DEFGRID3
* xyz 3 1
Ta 0.3118 0.2542 0.3028
N 8.2759 -1.2551 1.1953
C 6.9642 -1.1692 1.0161
C 6.1246 -2.2827 1.3111
C 4.7833 -2.2070 1.1214
C 4.2391 -0.9971 0.6229
C 5.0477 0.1326 0.3343
C 6.3851 0.0424 0.5293
S 2.6069 -0.8898 0.5259
O 1.8949 -2.0799 0.9225
O 1.9944 -0.2858 -0.7623
N 1.9391 0.3478 1.4857
C 1.9077 -0.1009 2.8559
N 0.6698 -0.3356 3.2501
C 0.5358 -0.8001 4.4956
C 1.6379 -1.0454 5.2915
C 2.8846 -0.8026 4.7336
N 3.0238 -0.3254 3.4903
H 8.7079 -2.1115 1.5040
H 8.8891 -0.4892 0.9663
H 6.5667 -3.2004 1.6791
H 4.1454 -3.0565 1.3256
H 4.6165 1.0502 -0.0475
H 7.0251 0.8877 0.3082
H -0.4708 -0.9775 4.8531
H 1.5337 -1.4283 6.2971
H 3.7989 -0.9879 5.2839
C -2.9508 -0.2898 -0.9713
O -1.8614 0.5270 -0.4657
Si -2.0339 2.2131 -0.1413
C -3.0574 2.3249 1.3797
C -2.8616 3.0768 -1.5246
C -0.1534 2.2713 0.0502
Si 0.6627 2.8212 -1.6982
C 0.1047 1.4879 -2.8855
C 2.5144 2.7556 -1.6207
C 0.1318 4.5265 -2.1601
Si 0.3424 3.5175 1.4967
C -0.6227 5.0743 1.2347
C 2.1565 3.8516 1.5339
C -0.1936 2.6781 3.0864
H -3.6434 0.3487 -1.5156
H -3.4755 -0.7668 -0.1448
H -2.5539 -1.0360 -1.6492
H -4.0781 2.0337 1.1086
H -3.1143 3.3429 1.7724
H -2.7127 1.6760 2.1844
H -3.8874 2.7043 -1.6093
H -2.3736 2.9676 -2.4928
H -2.9422 4.1451 -1.2997
H 0.7448 0.5966 -2.8130
H 0.2222 1.8481 -3.9127
H -0.9335 1.1745 -2.7757
H 2.8998 1.8888 -1.0902
H 2.9438 3.6531 -1.1768
H 2.8815 2.6950 -2.6517
H -0.8958 4.7795 -1.9084
H 0.2427 4.6142 -3.2465
H 0.7902 5.2683 -1.7017
H -0.2226 5.6635 0.4067
H -0.5342 5.6815 2.1420
H -1.6894 4.9186 1.0530
H 2.4651 4.5317 0.7384
H 2.7579 2.9417 1.4746
H 2.3900 4.3445 2.4840
H -0.6492 1.6981 2.9434
H -0.9263 3.2919 3.6181
H 0.6632 2.5484 3.7537
F -3.5260 -5.2183 2.5877
C -3.3761 -3.9782 3.0113
C -3.9360 -3.6132 4.1793
F -4.6113 -4.5046 4.8577
C -3.7931 -2.2767 4.7418
C -3.0411 -1.3480 3.9093
C -2.4972 -1.7289 2.7492
F -1.8403 -0.7883 2.0223
C -2.6032 -3.0668 2.2076
C -2.0162 -3.4490 1.0208
C -1.2363 -2.5074 0.2991
N -0.6159 -1.7214 -0.2722
C -2.1119 -4.7431 0.4105
N -2.1859 -5.7420 -0.1538
F -2.8951 -0.0913 4.2864
C -4.2972 -1.9322 5.9544
C -5.0978 -2.8068 6.7581
N -5.7802 -3.4520 7.4219
C -4.0414 -0.6498 6.5575
N -3.8001 0.3544 7.0611
*
```


Arrangement Q

# C32H36F4N8O3SSi3Ta

A structure of composition C32H36F4N8O3SSi3Ta (wB97M-V/def2-TZVPD, the Open Molecules 2025 dataset).

Computed properties:
Gap between HOMO and LUMO in eV: 5.417
HOMO in eV: -15.69
LUMO in Ha: -0.377
Molecular weight in g mol⁻¹: 953.96

The geometry in ORCA input format:
```
! RIJCOSX wB97M-V def2-TZVPD def2/J DEFGRID3
* xyz 3 1
Ta -0.2077 -0.1380 0.5017
N -7.4611 2.4575 -2.4056
C -6.2236 2.2488 -1.9707
C -5.1728 3.1338 -2.3328
C -3.9052 2.9223 -1.8895
C -3.6355 1.8095 -1.0530
C -4.6710 0.9203 -0.6791
C -5.9353 1.1381 -1.1253
S -2.0685 1.5996 -0.5468
O -1.2390 2.7440 -0.7429
O -1.3459 0.3008 -1.1020
N -1.9248 0.9621 0.9668
C -1.3785 1.7207 2.0095
N -0.1408 1.2016 2.1985
C 0.6414 1.7518 3.1456
C 0.1494 2.8007 3.8867
C -1.1451 3.2449 3.6122
N -1.9199 2.7024 2.6615
H -7.6820 3.2375 -3.0031
H -8.2173 1.8395 -2.1608
H -5.3881 3.9842 -2.9658
H -3.1076 3.5967 -2.1683
H -4.4711 0.0838 -0.0244
H -6.7371 0.4732 -0.8331
H 1.6324 1.3413 3.2908
H 0.7482 3.2670 4.6551
H -1.5816 4.0638 4.1717
C 3.0752 -1.1654 0.3562
O 1.6634 -1.2763 0.6754
Si 1.0024 -2.6154 1.5902
C 1.5868 -2.3327 3.3225
C 1.6201 -4.2327 0.9582
C -0.7188 -1.9717 1.1548
Si -1.3737 -2.9557 -0.4826
C -0.0686 -2.5773 -1.7856
C -3.0135 -2.3777 -1.1390
C -1.5484 -4.7697 -0.1184
Si -1.9626 -2.2333 2.6713
C -1.7432 -3.9958 3.2384
C -3.7215 -1.9246 2.1606
C -1.5371 -1.0796 4.0938
H 3.5281 -2.1499 0.4518
H 3.5530 -0.4679 1.0398
H 3.1769 -0.8290 -0.6701
H 2.6595 -2.5447 3.3623
H 1.1110 -2.9974 4.0447
H 1.4350 -1.3084 3.6650
H 2.7013 -4.2891 1.1133
H 1.4095 -4.4509 -0.0864
H 1.1907 -5.0323 1.5677
H -0.1485 -1.5635 -2.1934
H -0.2676 -3.2382 -2.6351
H 0.9650 -2.7554 -1.4886
H -3.1224 -1.3033 -1.2414
H -3.8537 -2.7771 -0.5748
H -3.0832 -2.7919 -2.1507
H -0.7887 -5.2247 0.5092
H -1.5335 -5.2859 -1.0837
H -2.5256 -4.9647 0.3252
H -2.1688 -4.7230 2.5496
H -2.2787 -4.0971 4.1871
H -0.7082 -4.2821 3.4374
H -4.1335 -2.7213 1.5431
H -3.8480 -0.9695 1.6511
H -4.3212 -1.8861 3.0745
H -0.5870 -0.5573 4.0172
H -1.4967 -1.6634 5.0159
H -2.3260 -0.3350 4.2281
F 3.4866 3.4540 -4.7684
C 4.3498 3.1182 -3.8278
C 5.6615 3.4119 -3.9953
F 6.0322 4.0215 -5.0895
C 6.6673 3.0771 -3.0050
C 6.1630 2.3995 -1.8263
C 4.8524 2.1160 -1.6847
F 4.4289 1.4871 -0.5775
C 3.8680 2.4537 -2.6593
C 2.5177 2.1643 -2.4708
C 1.9817 1.5305 -1.3440
N 1.3064 1.0467 -0.5341
C 1.4560 2.4985 -3.3759
N 0.5419 2.6611 -4.0525
F 6.9905 2.0525 -0.8717
C 7.9921 3.3790 -3.1711
C 8.5139 4.0380 -4.3258
N 8.9877 4.5293 -5.2507
C 8.9935 3.0610 -2.2010
N 9.7977 2.8092 -1.4199
*
```


Of them, arrangement Q has the highest stability.